1.
{"formula": "C15H31FP2Pd", "method": "the ωB97M-V functional and the def2-TZVPD basis", "e_lumo_ev": [-0.38, -0.86], "gap_ha": [0.179, 0.186], "spin_multiplicity": 3, "symbols": ["P", "P", "C", "C", "H", "H", "H", "H", "C", "H", "H", "H", "C", "H", "H", "H", "C", "H", "H", "H", "C", "H", "H", "H", "Pd", "C", "C", "C", "C", "C", "C", "C", "C", "C", "H", "H", "H", "H", "H", "H", "H", "H", "H", "H", "H", "H", "H", "H", "H", "F"], "coordinates": [[-0.573710, -1.889731, -5.311146], [0.297173, 1.857505, -5.416051], [-0.811495, -0.521334, -6.499485], [0.388243, 0.448584, -6.580563], [-1.753750, 0.016814, -6.294958], [-0.918590, -1.001804, -7.484063], [1.364705, -0.046013, -6.443646], [0.430466, 0.882602, -7.597188], [-0.855967, 2.978405, -6.315305], [-1.146773, 3.836984, -5.692762], [-1.759583, 2.425994, -6.607024], [-0.354941, 3.334913, -7.223092], [1.838208, 2.812572, -5.773020], [1.771091, 3.155849, -6.815886], [2.737755, 2.198217, -5.663586], [1.912077, 3.698783, -5.122809], [-2.101279, -2.789676, -5.072216], [-1.999051, -3.473145, -4.219133], [-2.300611, -3.390949, -5.971340], [-2.967961, -2.133544, -4.910991], [0.515224, -2.979891, -6.272873], [1.452205, -2.479089, -6.554436], [-0.014394, -3.292115, -7.179857], [0.745696, -3.861785, -5.660899], [-1.181361, -0.258451, 0.503720], [0.137229, 2.220005, -3.641667], [-1.032530, 1.484252, -4.184336], [-1.469343, 0.221535, -3.435535], [-0.480480, -0.852700, -2.974654], [0.560163, -1.392125, -4.053203], [1.693361, -0.511202, -4.335634], [2.170921, 0.531161, -3.432561], [1.241341, 1.621950, -2.788850], [-0.120169, -1.773703, 0.729540], [-0.016945, 3.288622, -3.451985], [-1.926243, 2.086709, -4.402744], [-2.260082, -0.250297, -4.048574], [-1.971436, 0.581836, -2.513342], [0.022491, -0.573084, -2.039943], [-1.115816, -1.710093, -2.678953], [0.945606, -2.349802, -3.652421], [2.497947, -1.048652, -4.851492], [2.984286, 1.049676, -3.964245], [2.643739, 0.012376, -2.579281], [0.883538, 1.263560, -1.807576], [1.923915, 2.459270, -2.553952], [0.630682, -1.421423, 1.449125], [0.284336, -2.091578, -0.230503], [-0.830241, -2.471288, 1.181009], [-2.102147, 1.375805, -0.045510]], "forces_ev_per_angstrom": [[1.692, 0.514, -3.129], [-2.221, 2.420, 1.200], [-0.225, 0.297, -0.192], [0.720, -0.512, -0.782], [0.471, -0.134, 0.048], [-0.099, -0.015, 0.259], [-0.517, 0.025, -0.284], [-0.100, -0.041, 0.332], [0.267, 0.192, -0.564], [0.147, -0.298, -0.189], [0.249, 0.192, 0.116], [-0.224, 0.150, 0.117], [0.828, -0.302, -1.443], [0.452, 0.006, 0.126], [0.034, 0.242, -0.052], [-0.228, -0.503, -0.122], [-0.474, -0.292, 0.568], [-0.101, 0.152, -0.158], [0.288, 0.221, 0.173], [0.444, -0.099, 0.105], [-0.489, -0.520, -0.213], [-0.369, -0.026, 0.202], [0.249, -0.103, 0.083], [0.032, 0.124, -0.231], [-1.138, 1.546, -0.280], [1.832, 1.525, -0.449], [-1.410, -3.129, -0.137], [-0.767, 0.704, 0.330], [0.290, -0.377, 0.308], [-2.254, 0.094, 3.159], [0.484, -0.996, -0.548], [0.280, 1.111, 0.843], [0.179, -0.171, 0.597], [1.096, -1.253, 0.444], [0.038, -0.257, 0.375], [0.376, -0.145, 0.458], [0.051, 0.053, 0.242], [0.080, -0.417, -0.146], [-0.075, -0.028, -0.298], [0.378, 0.217, 0.046], [-0.069, 0.114, -0.044], [-0.115, 0.396, -0.148], [-0.109, -0.211, 0.313], [0.134, 0.101, -0.049], [-0.025, 0.178, -0.363], [-0.259, -0.364, -0.037], [0.418, -0.594, -0.068], [0.424, -0.638, 0.137], [0.250, -0.682, 0.027], [-0.914, 1.536, -0.682]], "lowdin_charge": [0.94, 0.74, -0.28, -0.30, 0.10, 0.10, 0.07, 0.10, -0.18, 0.07, 0.05, 0.04, -0.19, 0.04, 0.03, 0.07, -0.15, 0.08, 0.07, 0.07, -0.17, 0.07, 0.06, 0.07, 0.54, -0.34, -0.36, -0.20, -0.20, -0.39, -0.14, -0.20, -0.16, -0.43, 0.12, 0.11, 0.08, 0.11, 0.07, 0.10, 0.14, 0.12, 0.10, 0.14, 0.10, 0.12, -0.05, -0.07, -0.05, -0.76]}



2.
{"formula": "C4H4N2O2", "method": "the ωB97M-V functional and the def2-TZVPD basis", "e_lumo_ev": 0.57, "smiles": "O=CN1C=NCC1=O", "gap_ha": 0.391, "spin_multiplicity": 1, "symbols": ["O", "C", "N", "C", "N", "C", "C", "O", "H", "H", "H", "H"], "coordinates": [[1.382693, -2.461884, -0.781966], [1.179109, -1.302367, -0.909292], [0.287484, -0.472512, -0.441280], [0.245523, 0.969420, -0.768699], [-0.285491, 1.669045, 0.090219], [-0.909329, 0.938302, 1.002865], [-0.742575, -0.496224, 0.720026], [-1.236082, -1.481526, 1.196545], [2.022990, -0.755485, -1.506639], [0.676293, 1.398426, -1.957543], [-0.661301, 1.057967, 2.116739], [-1.959315, 0.936838, 1.239026]], "forces_ev_per_angstrom": [[-0.963, -1.915, 0.950], [4.678, 0.300, -2.748], [-4.355, 3.890, 1.950], [2.955, -1.593, -4.515], [-0.111, 4.345, -2.253], [-1.474, -3.180, 5.958], [1.504, -3.164, -0.920], [0.729, 1.386, -0.649], [-1.410, -0.024, 0.437], [-1.075, -1.515, 4.174], [0.700, 0.184, -1.348], [-1.178, 1.286, -1.037]], "lowdin_charge": [0.08, -0.41, 0.07, -0.12, 0.06, -0.22, -0.30, 0.15, 0.15, 0.22, 0.18, 0.14]}



3.
{"formula": "C10H19NO4Rb", "method": "the ωB97M-V functional and the def2-TZVPD basis", "e_lumo_ev": 1.96, "total_charge": -1, "gap_ha": 0.160, "spin_multiplicity": 1, "symbols": ["Rb", "O", "C", "O", "O", "H", "C", "C", "C", "C", "C", "C", "N", "O", "C", "C", "C", "H", "H", "H", "H", "H", "H", "H", "H", "H", "H", "H", "H", "H", "H", "H", "H", "H", "H"], "coordinates": [[1.928017, 2.055813, -1.165020], [-0.156550, 5.427515, -3.997038], [0.433294, 4.545996, -3.093918], [0.698750, 5.010914, -1.951630], [0.583031, 3.348632, -3.414131], [-0.135327, 6.232608, -3.450574], [2.092474, -1.727676, -0.800450], [0.828332, -1.605008, 0.063885], [1.347985, -1.504391, 1.505814], [0.239309, -1.211599, 2.488603], [-0.501118, 0.077237, 2.093702], [-0.988471, 0.063833, 0.607914], [0.100550, -0.387456, -0.272996], [-0.145914, -0.210734, -1.638028], [-1.329399, 1.508601, 0.295956], [-2.252894, -0.827795, 0.490855], [0.008156, -2.885207, -0.138860], [2.630303, -0.779445, -0.879540], [1.844681, -1.944910, -1.843169], [2.741560, -2.522123, -0.429929], [2.191004, -0.811782, 1.528938], [1.723987, -2.488376, 1.827888], [0.563562, -1.156583, 3.532421], [-0.497355, -2.020178, 2.482217], [0.136221, 0.949580, 2.224254], [-1.421574, 0.096265, 2.684102], [-0.476567, 2.162636, 0.471910], [-2.173661, 1.772858, 0.939182], [-1.640628, 1.616745, -0.744351], [-2.378146, -1.472167, 1.360815], [-2.235854, -1.414268, -0.427302], [-3.139871, -0.197171, 0.360173], [0.656494, -3.765949, -0.235036], [-0.528453, -2.817724, -1.089935], [-0.745942, -3.118699, 0.613282]], "forces_ev_per_angstrom": [[-1.052, -0.119, -0.585], [0.454, 0.137, 0.523], [-0.049, -1.643, 1.257], [0.175, 0.656, -0.278], [0.073, 0.754, -0.782], [-0.191, -0.119, -0.408], [-0.472, 0.160, -1.009], [0.040, -0.081, 0.218], [-0.314, -1.128, 0.459], [-0.610, 1.032, -0.095], [-0.301, -1.165, -0.615], [0.645, -0.885, 0.295], [1.358, 1.474, 0.587], [-0.067, -0.334, 0.314], [-0.558, -0.274, -0.573], [-0.336, 0.543, -0.530], [-0.117, -0.722, -0.628], [0.125, -0.010, 0.456], [-0.206, -0.135, 0.135], [0.082, 0.081, 0.148], [-0.156, 0.278, 0.214], [0.352, 0.061, -0.429], [0.277, 0.090, -0.072], [0.122, -0.147, -0.158], [-0.054, 0.120, 0.303], [0.154, 0.663, 0.269], [-0.035, 0.126, 0.148], [0.167, 0.360, 0.050], [0.085, -0.041, 0.015], [-0.107, -0.103, -0.046], [0.289, -0.074, 0.059], [-0.061, -0.083, 0.391], [0.040, 0.065, 0.167], [0.101, 0.217, -0.019], [0.146, 0.245, 0.219]], "lowdin_charge": [0.91, 0.02, -0.85, -0.13, -0.13, 0.09, -0.06, -0.54, -0.16, -0.19, -0.14, -0.52, -0.28, -0.33, -0.06, -0.03, -0.05, 0.04, 0.08, 0.08, 0.11, 0.12, 0.10, 0.09, 0.10, 0.11, 0.05, 0.08, 0.09, 0.06, 0.07, 0.07, 0.07, 0.08, 0.06]}



4.
{"formula": "C6H11N3", "method": "the ωB97M-V functional and the def2-TZVPD basis", "e_lumo_ev": 0.95, "gap_ha": 0.351, "spin_multiplicity": 1, "symbols": ["C", "C", "C", "C", "C", "C", "H", "H", "H", "H", "H", "H", "H", "H", "H", "H", "H", "N", "N", "N"], "coordinates": [[-2.091686, 0.167706, 0.844938], [-0.490477, 0.538003, 0.714547], [0.085073, -0.736414, 0.030466], [1.250598, -1.529022, 0.467925], [2.213779, -0.785189, -0.384351], [-0.510740, 1.480592, -0.567937], [-2.403827, 1.026466, 1.380057], [-2.150040, -0.825739, 1.416797], [-2.445120, -0.009774, -0.187436], [0.184743, 0.806208, 1.543243], [-0.921320, -1.253178, -0.374684], [1.206476, -2.632115, 0.275929], [1.570052, -1.529842, 1.475024], [2.936285, -1.338700, -0.865787], [2.813611, 0.030614, 0.142351], [0.315547, 1.038250, -2.451776], [-1.943734, 2.535429, -0.053167], [1.056868, -0.358110, -1.084027], [0.703832, 1.034484, -1.355605], [-1.379922, 2.340330, -0.966506]], "forces_ev_per_angstrom": [[3.361, -1.420, 1.172], [-1.285, -1.475, -2.710], [-1.655, -0.262, -2.634], [1.096, -3.708, 2.613], [0.571, 2.680, 2.196], [2.313, -1.106, 0.109], [-1.649, 0.420, 0.427], [-0.270, 1.698, -0.489], [-0.091, 0.561, 0.818], [-0.987, 0.446, -0.012], [2.761, 0.371, 0.594], [-0.234, 0.964, -0.390], [-0.175, 0.265, 1.606], [1.291, -1.252, -1.799], [-1.007, -0.654, -0.270], [1.632, 0.284, 3.578], [0.702, -0.333, -2.283], [-4.612, 2.523, -1.355], [-2.537, 0.669, -3.954], [0.776, -0.674, 2.786]], "lowdin_charge": [-0.07, -0.18, -0.26, -0.17, -0.19, -0.38, 0.04, 0.10, 0.08, 0.14, 0.16, 0.13, 0.09, 0.08, 0.14, 0.18, 0.08, -0.12, 0.03, 0.10]}



Values of ΔE to the lowest compared entry with this formula, charge and spin, in order: 39.9, 71.6, 1.5, 107.7, all in kcal per mole.
Values of strongest force on any atom, in order: 0.075, 0.134, 0.041, 0.106, all in Eh/bohr.